No. 1
Formula: C49H40MoN3P3S2
Source: the Open Molecules 2025 dataset
Level of theory: wB97M-V/def2-TZVPD

The geometry in XYZ format:
```
98
Properties=species:S:1:pos:R:3:forces:R:3:lowdin_charge:R:1
Mo -0.0159 0.4370 1.1891 1.7089 -2.1188 1.2866 1.158
S 0.1817 -0.5196 3.7797 -0.6502 0.1177 -0.8406 0.655
C 0.7725 1.0623 3.7521 -0.1238 -0.1423 0.3736 -1.128
N 0.5524 1.8035 2.6539 0.0032 -0.2931 0.6145 -0.229
C 0.9997 3.1018 2.8393 0.5130 1.1393 0.2470 -0.314
C 0.8535 4.1838 1.9737 -0.0302 -0.2828 0.0157 -0.052
C 1.4183 5.3974 2.3120 -0.0104 0.0415 0.0934 -0.046
C 2.1052 5.5693 3.5119 -0.0365 -0.0143 -0.0805 -0.052
C 2.2124 4.5262 4.4125 -0.0479 -0.1105 -0.0727 -0.064
C 1.6478 3.3072 4.0736 -0.1739 -0.1006 -0.3914 -0.444
S 1.5998 1.8564 5.0481 -0.1824 -0.1336 -0.6808 1.110
H 0.3013 4.0853 1.0476 0.2444 0.1392 0.1514 0.057
H 1.3226 6.2286 1.6320 -0.0347 0.1058 -0.0688 0.117
H 2.5416 6.5302 3.7341 0.0589 0.0532 0.0871 0.118
H 2.7296 4.6328 5.3514 0.0529 0.1403 0.1391 0.119
N -2.3020 1.3946 -0.8448 -0.5136 -0.1722 0.5527 -0.372
P -1.3766 -0.0565 -0.8871 -1.0515 0.1574 -0.7580 0.897
C -2.6203 -1.2894 -1.3942 0.1888 -0.0154 0.3070 -0.327
C -3.8480 -0.8741 -1.9070 0.1178 0.0823 0.1452 -0.096
C -4.7598 -1.8096 -2.3617 -0.0762 0.0237 -0.0450 -0.052
C -4.4577 -3.1608 -2.3204 0.0761 0.0562 0.0476 -0.045
C -3.2359 -3.5765 -1.8150 0.0288 -0.0505 -0.0620 -0.051
C -2.3185 -2.6478 -1.3558 0.0753 0.1614 0.0245 -0.093
C -0.4305 0.2376 -2.4099 0.4596 -0.4036 0.4490 -0.356
C -1.0908 0.5354 -3.5981 0.0044 -0.0655 0.0881 -0.064
C -0.3529 0.7868 -4.7396 -0.1530 -0.0524 -0.0044 -0.050
C 1.0324 0.7247 -4.7028 0.1034 0.0043 0.1775 -0.049
C 1.6888 0.4250 -3.5190 0.0157 -0.0270 -0.1285 -0.071
C 0.9588 0.1846 -2.3690 -0.1649 -0.1465 0.0564 -0.154
P -1.3464 2.4271 0.1663 -0.6422 0.7978 -1.8114 0.905
C -0.2143 3.1114 -1.1006 0.1431 0.1067 0.4914 -0.374
C 1.1501 2.8576 -0.9651 -0.2499 -0.0500 0.2377 -0.157
C 2.0513 3.3545 -1.8851 0.1388 0.0365 0.0223 -0.064
C 1.5987 4.1218 -2.9459 0.0413 -0.0881 0.1425 -0.046
C 0.2469 4.3829 -3.0838 -0.2016 0.0607 -0.0265 -0.044
C -0.6624 3.8824 -2.1677 0.0250 -0.0523 0.0772 -0.055
C -2.5774 3.7169 0.5237 0.2445 -0.2841 0.5251 -0.341
C -2.5908 4.3438 1.7653 0.1072 -0.0624 0.0682 -0.087
C -3.5613 5.2889 2.0503 -0.0463 0.0688 0.0265 -0.052
C -4.5120 5.6194 1.0982 0.1203 -0.0437 0.0257 -0.045
C -4.4977 4.9980 -0.1421 -0.0554 0.0319 0.0180 -0.051
C -3.5488 4.0351 -0.4274 0.1022 -0.1285 -0.0251 -0.103
H -3.2378 1.2566 -0.4500 0.2540 0.0584 -0.1317 0.067
H -4.0896 0.1762 -1.9660 -0.1058 0.0584 -0.0576 0.095
H -5.7085 -1.4756 -2.7505 -0.1069 0.0179 -0.0661 0.116
H -5.1690 -3.8857 -2.6842 -0.0757 -0.0670 -0.0150 0.117
H -2.9982 -4.6280 -1.7787 0.0593 -0.1075 0.0012 0.112
H -1.3676 -2.9719 -0.9598 -0.0529 -0.1352 -0.0294 0.067
H -2.1709 0.5664 -3.6201 -0.0725 0.0439 -0.0669 0.107
H -0.8578 1.0218 -5.6634 -0.0588 0.0235 -0.0997 0.116
H 1.5997 0.9202 -5.5979 0.0930 0.0111 -0.1340 0.116
H 2.7655 0.3803 -3.4898 0.1605 -0.0020 -0.0218 0.118
H 1.4599 -0.0609 -1.4326 0.0038 0.0857 -0.2651 0.074
H 1.5067 2.2688 -0.1100 0.0592 0.1621 -0.1688 0.080
H 3.1041 3.1561 -1.7738 0.1793 -0.0483 0.0242 0.118
H 2.3009 4.5183 -3.6599 0.1118 0.0784 -0.1073 0.118
H -0.1022 4.9961 -3.8991 -0.0519 0.0426 -0.1228 0.117
H -1.7136 4.0973 -2.2796 -0.0496 0.0482 -0.0582 0.098
H -1.8496 4.0905 2.5136 -0.0211 0.0013 0.0209 0.098
H -3.5827 5.7616 3.0196 0.0226 0.0500 0.0939 0.116
H -5.2681 6.3533 1.3267 -0.0799 0.0932 0.0046 0.118
H -5.2359 5.2602 -0.8838 -0.0844 -0.0152 -0.0763 0.117
H -3.5699 3.5196 -1.3758 -0.0426 0.0112 -0.0921 0.095
N 0.8672 -1.0956 0.9038 -0.4559 2.6303 -0.2126 -0.433
P 1.3550 -2.6225 0.9332 0.5785 -2.2237 0.0709 0.909
C -0.1295 -3.6485 1.0852 0.3000 0.3848 -0.0291 -0.336
C -0.1198 -4.9591 0.6187 0.0990 0.0901 -0.0836 -0.078
C -1.2467 -5.7442 0.7789 -0.0640 -0.1301 -0.0274 -0.051
C -2.3704 -5.2310 1.4087 0.0257 0.1195 0.0191 -0.048
C -2.3807 -3.9218 1.8660 0.0130 -0.0226 0.0524 -0.051
C -1.2615 -3.1264 1.7038 0.1315 0.1704 0.1243 -0.116
C 2.2125 -3.0627 -0.6065 -0.3782 0.3550 0.4338 -0.286
C 1.5222 -2.8392 -1.7962 -0.1058 0.0028 0.1473 -0.101
C 2.1027 -3.1675 -3.0053 -0.1866 0.0176 -0.0641 -0.053
C 3.3871 -3.6886 -3.0337 0.0263 0.0072 0.0919 -0.042
C 4.0784 -3.9003 -1.8510 0.1014 -0.0205 -0.0048 -0.048
C 3.4926 -3.6045 -0.6307 -0.0275 -0.0278 0.1507 -0.055
C 2.4403 -3.0521 2.3225 -0.2937 0.3145 -0.4597 -0.319
C 2.1668 -4.1940 3.0693 -0.1787 0.0279 -0.1051 -0.060
C 3.0637 -4.6085 4.0374 0.0740 -0.0053 0.0741 -0.045
C 4.2287 -3.8906 4.2552 -0.1010 -0.0392 -0.0812 -0.043
C 4.4944 -2.7439 3.5203 0.0286 0.1236 -0.0419 -0.055
C 3.6017 -2.3176 2.5533 -0.0848 0.0945 -0.1222 -0.094
H 0.7604 -5.3567 0.1326 0.0490 -0.0618 -0.0639 0.121
H -1.2505 -6.7593 0.4123 0.0227 -0.0973 -0.0122 0.119
H -3.2423 -5.8485 1.5454 -0.1343 -0.1188 -0.0139 0.118
H -3.2581 -3.5222 2.3490 -0.1077 0.0388 0.0537 0.118
H -1.2606 -2.0933 2.0460 -0.1114 -0.2718 -0.0245 0.030
H 0.5357 -2.3898 -1.7626 0.0562 -0.1590 -0.1438 0.077
H 1.5463 -3.0213 -3.9197 0.0192 0.0658 -0.0810 0.119
H 3.8510 -3.9279 -3.9776 0.0408 -0.0509 -0.0959 0.118
H 5.0824 -4.2951 -1.8750 0.0640 -0.0846 -0.0081 0.117
H 4.0214 -3.8082 0.2899 0.0534 0.0432 0.0221 0.108
H 1.2595 -4.7549 2.8931 0.0179 -0.0380 0.0562 0.105
H 2.8542 -5.4938 4.6181 -0.0112 -0.0657 0.0358 0.118
H 4.9368 -4.2307 4.9919 0.1001 -0.0230 0.1482 0.117
H 5.4033 -2.1908 3.7001 0.0687 0.0738 0.0008 0.115
H 3.7951 -1.4257 1.9659 0.1004 -0.0165 0.0668 0.115
```
Forces are in eV/Å.

## Properties
DFT total energy   -107313.442 eV
Charge   +2
ΔE to the lowest compared entry with this formula, charge and spin   286.38 kJ/mol
HOMO level (spin up / spin down)   -12.930 / -12.957 eV
Kohn-Sham gap (spin up / spin down)   6.61 / 6.31 eV

No. 2
Formula: C49H42AuN2P2S
Source: the Open Molecules 2025 dataset
Level of theory: wB97M-V/def2-TZVPD

The geometry in XYZ format:
```
97
Properties=species:S:1:pos:R:3:forces:R:3:lowdin_charge:R:1
Au -0.0988 2.2148 -0.9673 -0.0758 -0.0554 0.0184 0.684
C -0.7557 6.7456 0.8988 0.0184 -0.0090 0.0086 -0.063
C -2.1387 6.7902 0.8228 -0.0116 0.0381 0.0137 -0.060
C -2.8111 5.8003 0.1321 -0.0148 -0.0357 0.0014 -0.016
C -2.0894 4.7760 -0.4855 0.0397 -0.0265 -0.0101 -0.238
N -0.7567 4.7278 -0.3808 -0.0273 0.0729 -0.0142 0.051
C -0.1156 5.6826 0.2873 -0.0335 -0.0179 0.0106 -0.148
C -2.7539 3.6931 -1.2751 -0.0032 0.0015 0.0026 -0.212
C -4.0645 3.8817 -1.7209 -0.0145 -0.0077 0.0009 -0.047
C -4.7258 2.9050 -2.4469 0.0070 0.0018 0.0020 -0.088
C -4.0698 1.7202 -2.7439 0.0167 0.0133 0.0018 -0.112
C -2.7606 1.5419 -2.3162 -0.0207 0.0002 0.0251 -0.182
C -2.0634 2.5056 -1.5799 0.0152 0.0042 -0.0331 -0.290
H -0.1893 7.5035 1.4218 0.0010 -0.0043 -0.0013 0.104
H -2.6914 7.5886 1.3013 0.0035 -0.0042 -0.0020 0.111
H -3.8898 5.8180 0.0909 0.0016 -0.0074 -0.0079 0.103
H 0.9632 5.5848 0.3375 0.0305 0.0076 -0.0142 0.104
H -4.5819 4.8117 -1.5262 0.0074 0.0033 0.0051 0.099
H -5.7376 3.0777 -2.7903 0.0032 -0.0012 0.0037 0.102
H -4.5683 0.9478 -3.3191 0.0029 0.0058 0.0027 0.098
H -2.2657 0.6117 -2.5705 0.0201 -0.0147 -0.0217 0.053
C 0.6340 -1.3061 -0.9982 -0.0671 -0.0047 -0.0191 -0.274
N 1.8940 -1.1921 -0.3337 0.0359 0.1046 0.0847 -0.167
C 2.0857 -0.0713 0.5639 0.0022 0.0259 -0.0443 -0.305
P 1.9811 1.6016 -0.2409 0.1111 -0.0554 -0.0103 0.898
C 2.6192 2.5950 1.1383 -0.0369 -0.0064 0.0152 -0.359
C 1.6931 3.1764 2.0025 -0.0034 0.0024 -0.0049 -0.119
C 2.1261 3.8851 3.1141 0.0050 0.0018 -0.0053 -0.074
C 3.4847 4.0286 3.3569 -0.0068 -0.0029 0.0028 -0.072
C 4.4112 3.4618 2.4914 0.0099 -0.0038 -0.0020 -0.069
C 3.9820 2.7419 1.3870 0.0055 -0.0013 0.0003 -0.074
C 3.2770 1.5502 -1.5033 -0.0149 -0.0109 -0.0027 -0.364
C 4.3640 0.6768 -1.4643 -0.0144 0.0124 -0.0055 -0.092
C 5.3235 0.7153 -2.4643 0.0069 -0.0067 0.0021 -0.068
C 5.2081 1.6257 -3.5062 0.0001 0.0025 -0.0010 -0.070
C 4.1265 2.4927 -3.5552 -0.0064 0.0024 -0.0001 -0.068
C 3.1591 2.4487 -2.5627 0.0068 -0.0019 -0.0125 -0.099
C 2.6885 -2.3543 -0.1703 0.0788 -0.0492 -0.0134 -0.254
C 3.3177 -2.6477 1.0380 -0.0337 -0.0041 0.0095 -0.039
C 4.1051 -3.7841 1.1631 0.0077 -0.0114 0.0070 -0.076
C 4.2716 -4.6534 0.0976 0.0001 0.0351 -0.0032 -0.087
C 3.6560 -4.3579 -1.1117 -0.0071 -0.0236 0.0033 -0.074
C 2.8817 -3.2186 -1.2505 -0.0061 0.0025 -0.0098 -0.029
P -0.7693 -1.9017 0.0697 0.0204 -0.0241 -0.0437 0.860
C -0.1314 -3.0866 1.2479 -0.0180 -0.0196 0.0223 -0.344
C 0.1910 -4.3666 0.7919 0.0364 0.0001 0.0015 -0.074
C 0.7847 -5.2701 1.6552 -0.0125 0.0023 -0.0026 -0.052
C 1.0489 -4.9029 2.9690 0.0119 0.0105 0.0109 -0.053
C 0.7287 -3.6315 3.4224 0.0012 -0.0045 -0.0060 -0.058
C 0.1409 -2.7167 2.5612 0.0072 -0.0095 -0.0061 -0.102
C -1.9990 -2.6855 -0.9598 0.0169 0.0069 -0.0318 -0.342
C -2.8646 -3.6342 -0.4159 -0.0087 0.0051 0.0080 -0.078
C -3.8772 -4.1623 -1.1992 0.0128 0.0015 0.0139 -0.050
C -4.0255 -3.7466 -2.5157 0.0050 0.0125 -0.0094 -0.049
C -3.1619 -2.8042 -3.0590 -0.0236 -0.0136 -0.0030 -0.052
C -2.1476 -2.2690 -2.2828 -0.0150 -0.0012 0.0228 -0.076
H 0.6886 -2.0196 -1.8179 -0.0102 -0.0365 -0.0086 0.094
H 0.3106 -0.3428 -1.4074 0.0033 0.0335 -0.0052 0.036
H 3.0858 -0.1338 0.9893 -0.0047 -0.0176 0.0055 0.085
H 1.3882 -0.0508 1.4158 -0.0016 -0.0040 -0.0118 0.081
H 0.6326 3.0883 1.7908 -0.0001 0.0010 0.0009 0.081
H 1.4028 4.3357 3.7812 0.0002 0.0005 -0.0029 0.109
H 3.8237 4.5897 4.2178 0.0003 0.0021 -0.0024 0.109
H 5.4706 3.5835 2.6753 -0.0043 0.0015 -0.0001 0.109
H 4.7091 2.3087 0.7103 -0.0009 0.0101 0.0022 0.102
H 4.4717 -0.0465 -0.6656 -0.0095 -0.0048 0.0124 0.098
H 6.1621 0.0323 -2.4300 -0.0019 -0.0013 0.0008 0.109
H 5.9592 1.6536 -4.2847 -0.0008 -0.0007 0.0043 0.109
H 4.0296 3.1973 -4.3703 -0.0003 -0.0007 0.0001 0.110
H 2.3000 3.1084 -2.6113 0.0053 0.0081 0.0035 0.087
H 3.1770 -2.0107 1.9010 -0.0102 0.0024 -0.0040 0.110
H 4.5809 -3.9915 2.1134 -0.0018 -0.0039 -0.0058 0.111
H 4.8847 -5.5383 0.2002 -0.0046 -0.0003 -0.0005 0.106
H 3.7955 -5.0085 -1.9655 0.0018 0.0019 0.0048 0.109
H 2.4553 -2.9905 -2.2192 -0.0122 0.0228 0.0077 0.112
H -0.0125 -4.6535 -0.2330 -0.0030 0.0021 0.0046 0.120
H 1.0416 -6.2603 1.3039 0.0026 0.0027 0.0008 0.117
H 1.5099 -5.6140 3.6419 -0.0020 0.0039 0.0009 0.115
H 0.9380 -3.3489 4.4455 -0.0045 -0.0074 -0.0006 0.115
H -0.1043 -1.7201 2.9078 -0.0008 -0.0031 -0.0021 0.085
H -2.7523 -3.9511 0.6136 -0.0030 0.0011 -0.0111 0.115
H -4.5526 -4.8961 -0.7805 0.0030 0.0029 -0.0013 0.116
H -4.8190 -4.1611 -3.1235 0.0038 0.0024 -0.0006 0.115
H -3.2790 -2.4840 -4.0855 -0.0001 -0.0051 0.0033 0.116
H -1.4851 -1.5273 -2.7101 0.0018 0.0139 0.0014 0.099
S -1.5763 -0.2403 0.9930 -0.0216 0.0277 0.0780 0.794
C -3.1947 -0.9019 1.3744 0.0132 0.0269 -0.0497 -0.570
C -3.4094 -1.6902 2.4976 -0.0092 -0.0057 0.0133 -0.104
C -4.6827 -2.1841 2.7406 -0.0128 -0.0104 -0.0123 -0.066
C -5.7244 -1.8817 1.8730 0.0111 0.0083 -0.0039 -0.064
C -5.5014 -1.0768 0.7632 -0.0091 -0.0041 0.0226 -0.056
C -4.2326 -0.5796 0.5071 -0.0009 -0.0295 0.0240 -0.090
H -2.5968 -1.9169 3.1753 0.0103 0.0105 -0.0146 0.100
H -4.8609 -2.7996 3.6125 -0.0066 0.0035 -0.0026 0.111
H -6.7166 -2.2656 2.0706 0.0023 -0.0007 -0.0034 0.111
H -6.3161 -0.8290 0.0957 -0.0010 -0.0040 0.0049 0.114
H -4.0437 0.0524 -0.3522 0.0056 0.0114 -0.0124 0.094
```
Forces are in eV/Å.

## Properties
DFT total energy   -87576.315 eV
Charge   +1
ΔE to the lowest compared entry with this formula, charge and spin   0.00 kJ/mol
HOMO level   -9.967 eV
Kohn-Sham gap   7.49 eV